Formula: H32O16
Source: OMol25
Level of theory: ωB97M-V/def2-TZVPD

Output
HOMO level in eV: -9.93
ΔE to the lowest compared entry with this formula, charge and spin in eV: 5.6746
Gap between HOMO and LUMO in eV: 9.05

ORCA input file:
```
! RIJCOSX wB97M-V def2-TZVPD def2/J DEFGRID3
* xyz 0 1
O -1.101 3.592 -0.689
H -0.861 2.899 -1.282
H -1.688 4.177 -1.175
O -0.018 0.018 -0.328
H 0.158 0.805 0.167
H -0.520 -0.596 0.272
O 1.913 -1.740 0.562
H 2.180 -1.123 1.230
H 1.422 -1.131 0.025
O -0.108 -3.875 -0.586
H -0.113 -4.669 -0.083
H 0.229 -3.239 0.006
O 0.732 2.174 1.023
H 1.596 1.820 1.274
H 0.541 2.934 1.614
O -2.374 1.055 -1.772
H -1.440 0.915 -1.712
H -2.531 0.630 -2.585
O 2.695 0.936 -1.424
H 3.262 1.482 -0.888
H 3.300 0.883 -2.157
O -0.740 -1.611 2.127
H -0.910 -0.775 2.516
H -0.486 -2.095 2.892
O 1.682 0.023 2.561
H 2.349 0.464 3.089
H 1.124 -0.524 3.132
O -2.297 -3.772 1.577
H -2.893 -3.789 2.374
H -1.869 -2.902 1.545
O 1.915 4.263 -0.296
H 2.793 4.212 0.104
H 1.558 3.376 0.009
O 1.599 -1.574 -2.352
H 0.913 -1.373 -2.982
H 1.771 -0.719 -1.973
O -2.762 -0.912 0.058
H -3.473 -1.499 -0.279
H -2.611 -0.095 -0.468
O -1.403 -1.924 -2.200
H -0.798 -2.593 -1.948
H -1.801 -1.591 -1.406
O -1.159 1.002 2.617
H -1.359 1.011 3.527
H -0.256 1.257 2.573
O 0.411 1.728 -2.679
H 1.181 1.328 -2.197
H 0.247 1.136 -3.413
*
```